Record 1
{"formula": "C41H37FIrN3O7PS5Si", "method": "wB97M-V/def2-TZVPD", "orbital_gap_ev": [7.577, 5.418], "energy_ev": -138821.82262, "spin_multiplicity": 2, "lumo_ev": [-0.16, -2.33], "e_above_lowest_kj_mol": 42.8, "s2": 0.7788, "elements": ["Ir", "C", "Si", "C", "C", "N", "C", "C", "C", "C", "C", "C", "F", "H", "H", "H", "H", "H", "H", "H", "H", "H", "H", "H", "H", "H", "O", "S", "O", "O", "C", "C", "C", "C", "C", "C", "S", "O", "O", "O", "H", "H", "H", "H", "O", "P", "C", "C", "C", "C", "C", "C", "C", "C", "C", "C", "C", "C", "C", "C", "C", "C", "C", "C", "H", "H", "H", "H", "H", "H", "H", "H", "H", "H", "H", "H", "H", "H", "H", "S", "C", "S", "C", "N", "N", "C", "C", "C", "C", "C", "C", "S", "H", "H", "H", "H", "H"], "coordinates": [[-0.303, 0.347, -0.706], [1.452, 2.333, 1.710], [-0.297, 2.796, 1.239], [-0.396, 3.957, -0.208], [-0.925, 3.779, 2.712], [-1.084, 1.167, 0.943], [-1.946, 0.550, 1.809], [-2.853, 1.354, 2.550], [-3.806, 0.844, 3.397], [-3.913, -0.533, 3.575], [-3.044, -1.365, 2.896], [-2.089, -0.851, 2.042], [-1.230, -1.753, 1.567], [2.050, 3.250, 1.735], [1.931, 1.638, 1.023], [1.472, 1.904, 2.714], [-0.212, 4.959, 0.192], [-1.369, 3.953, -0.697], [0.356, 3.742, -0.968], [-0.249, 4.640, 2.749], [-0.844, 3.258, 3.668], [-1.933, 4.181, 2.607], [-2.831, 2.418, 2.384], [-4.481, 1.519, 3.904], [-4.659, -0.951, 4.236], [-3.067, -2.440, 3.019], [0.520, -0.394, -2.516], [1.702, 0.520, -2.620], [2.929, -0.131, -2.952], [1.696, 1.251, -1.324], [1.389, 1.746, -3.861], [2.512, 2.180, -4.549], [2.429, 3.269, -5.405], [1.224, 3.931, -5.555], [0.095, 3.487, -4.879], [0.159, 2.391, -4.033], [-1.415, 1.836, -3.366], [-2.329, 2.917, -3.590], [-1.689, 0.575, -3.987], [-1.198, 1.728, -1.873], [3.448, 1.660, -4.402], [3.309, 3.597, -5.942], [1.151, 4.791, -6.208], [-0.859, 3.978, -5.007], [1.005, -0.730, 0.526], [1.800, -1.861, 1.126], [3.563, -1.532, 0.995], [4.109, -1.498, -0.288], [5.453, -1.215, -0.460], [6.260, -0.981, 0.646], [5.722, -1.018, 1.923], [4.372, -1.287, 2.101], [1.438, -1.934, 2.899], [1.858, -2.947, 3.760], [1.553, -2.888, 5.110], [0.842, -1.810, 5.621], [0.456, -0.779, 4.779], [0.759, -0.840, 3.427], [1.555, -3.418, 0.264], [1.997, -4.639, 0.779], [1.907, -5.789, 0.016], [1.424, -5.725, -1.285], [1.028, -4.510, -1.817], [1.068, -3.360, -1.039], [3.489, -1.678, -1.157], [5.866, -1.177, -1.460], [7.312, -0.766, 0.510], [6.350, -0.828, 2.784], [3.953, -1.291, 3.099], [2.440, -3.781, 3.399], [1.878, -3.684, 5.767], [0.603, -1.770, 6.676], [-0.084, 0.075, 5.169], [0.480, -0.029, 2.770], [2.430, -4.705, 1.765], [2.237, -6.734, 0.429], [1.370, -6.620, -1.892], [0.696, -4.458, -2.845], [0.763, -2.415, -1.466], [-1.592, -5.198, -4.457], [-1.917, -4.150, -3.213], [-1.853, -2.430, -3.440], [-2.092, -2.201, -1.730], [-2.226, -3.299, -1.073], [-2.138, -4.393, -1.890], [-2.199, -5.655, -1.219], [-2.638, -6.806, -1.858], [-2.674, -8.003, -1.154], [-2.277, -8.060, 0.172], [-1.849, -6.901, 0.804], [-1.810, -5.700, 0.118], [-2.349, -0.678, -0.903], [-2.952, -6.772, -2.888], [-3.020, -8.896, -1.658], [-2.307, -8.998, 0.711], [-1.539, -6.928, 1.841], [-1.477, -4.795, 0.605]], "lowdin_spin": [0.1795, 0.0150, 0.0275, 0.0040, -0.0011, 0.3925, 0.0326, 0.0848, -0.0051, 0.1106, -0.0151, 0.1031, 0.0250, 0.0023, 0.0000, -0.0001, 0.0004, -0.0001, 0.0000, -0.0002, 0.0003, -0.0002, 0.0027, -0.0023, 0.0066, -0.0028, 0.0032, 0.0002, 0.0006, 0.0041, 0.0000, 0.0000, 0.0000, 0.0000, 0.0000, 0.0000, -0.0001, -0.0003, 0.0002, -0.0011, 0.0000, 0.0000, 0.0000, 0.0000, 0.0003, -0.0001, 0.0000, 0.0000, 0.0000, 0.0000, 0.0000, 0.0000, 0.0001, 0.0002, 0.0002, 0.0002, 0.0006, 0.0004, -0.0001, 0.0000, 0.0000, 0.0000, 0.0000, -0.0001, 0.0000, 0.0000, 0.0000, 0.0000, 0.0000, 0.0000, 0.0000, 0.0000, 0.0001, 0.0003, 0.0000, 0.0000, 0.0000, 0.0000, 0.0000, 0.0003, 0.0002, 0.0010, 0.0036, 0.0001, -0.0002, 0.0000, 0.0000, 0.0000, 0.0000, 0.0000, 0.0000, 0.0263, 0.0000, 0.0000, 0.0000, 0.0000, 0.0000]}

Record 2
{"formula": "C41H38I2N4O2SiTi", "method": "wB97M-V/def2-TZVPD", "orbital_gap_ev": [7.332, 7.308], "energy_ev": -100382.67799, "spin_multiplicity": 2, "total_charge": 1, "lumo_ev": [-2.80, -2.80], "s2": 0.7538, "elements": ["Ti", "I", "C", "C", "C", "I", "C", "C", "C", "C", "N", "C", "C", "O", "H", "H", "H", "H", "C", "C", "N", "C", "C", "N", "C", "C", "H", "H", "H", "H", "H", "H", "H", "H", "H", "H", "H", "H", "H", "C", "C", "C", "C", "C", "C", "C", "C", "N", "H", "H", "H", "H", "H", "H", "O", "Si", "C", "C", "C", "C", "C", "C", "C", "C", "C", "C", "C", "C", "C", "C", "C", "C", "C", "C", "H", "H", "H", "H", "H", "H", "H", "H", "H", "H", "H", "H", "H", "H", "H"], "coordinates": [[-0.336, -0.942, 0.249], [4.187, -3.487, -0.067], [2.858, -3.256, 1.492], [3.143, -3.888, 2.733], [2.303, -3.785, 3.801], [2.798, -4.732, 5.576], [1.098, -3.026, 3.675], [0.143, -2.838, 4.702], [-0.983, -2.099, 4.476], [-1.172, -1.531, 3.202], [-0.299, -1.668, 2.230], [0.834, -2.410, 2.446], [1.719, -2.520, 1.327], [1.377, -1.882, 0.218], [4.056, -4.463, 2.816], [0.319, -3.293, 5.668], [-1.727, -1.943, 5.242], [-2.061, -0.952, 2.983], [2.117, 1.010, -3.103], [1.525, 0.520, -1.771], [0.447, -0.457, -2.001], [1.010, -1.598, -2.742], [1.486, -1.140, -4.135], [1.326, 0.358, -4.205], [-0.127, 0.740, -4.085], [-0.652, 0.144, -2.769], [3.154, 0.716, -3.253], [2.014, 2.087, -3.231], [1.120, 1.363, -1.219], [2.285, 0.031, -1.161], [0.247, -2.366, -2.834], [1.829, -2.010, -2.154], [0.895, -1.551, -4.951], [2.539, -1.348, -4.318], [1.675, 0.690, -5.101], [-0.627, 0.346, -4.969], [-0.167, 1.829, -4.099], [-1.390, -0.635, -2.952], [-1.115, 0.918, -2.161], [-2.072, -2.156, -0.323], [-1.604, -3.426, -0.923], [-0.926, -4.391, -0.162], [-0.350, -5.506, -0.737], [-0.456, -5.710, -2.113], [-1.178, -4.804, -2.885], [-1.742, -3.687, -2.294], [0.168, -6.844, -2.744], [0.670, -7.749, -3.245], [-2.630, -2.356, 0.599], [-2.740, -1.627, -1.008], [-0.833, -4.249, 0.910], [0.185, -6.221, -0.127], [-1.304, -4.989, -3.944], [-2.322, -3.003, -2.906], [-1.045, 0.794, 0.317], [-0.796, 2.354, 0.800], [-0.525, 3.382, -0.750], [-1.554, 3.457, -1.697], [-1.385, 4.130, -2.900], [-0.175, 4.760, -3.176], [0.851, 4.718, -2.243], [0.673, 4.035, -1.042], [0.751, 2.375, 1.844], [1.649, 1.308, 1.857], [2.801, 1.318, 2.634], [3.080, 2.424, 3.423], [2.205, 3.502, 3.431], [1.055, 3.474, 2.655], [-2.254, 3.030, 1.718], [-2.549, 4.395, 1.696], [-3.599, 4.913, 2.443], [-4.379, 4.068, 3.218], [-4.110, 2.706, 3.246], [-3.055, 2.199, 2.503], [-2.514, 2.992, -1.490], [-2.203, 4.185, -3.608], [-0.047, 5.307, -4.102], [1.783, 5.235, -2.437], [1.484, 4.020, -0.321], [1.476, 0.416, 1.257], [3.468, 0.465, 2.622], [3.971, 2.446, 4.037], [2.414, 4.363, 4.052], [0.378, 4.320, 2.698], [-1.961, 5.072, 1.084], [-3.812, 5.973, 2.414], [-5.202, 4.470, 3.795], [-4.725, 2.044, 3.841], [-2.868, 1.131, 2.525]], "lowdin_spin": [0.9400, 0.0005, 0.0011, -0.0025, 0.0010, 0.0001, -0.0001, 0.0151, -0.0010, 0.0159, 0.0015, 0.0083, 0.0002, -0.0039, -0.0002, 0.0008, -0.0004, 0.0010, 0.0008, 0.0036, 0.0065, 0.0012, 0.0002, 0.0001, 0.0004, 0.0019, 0.0000, 0.0000, 0.0007, 0.0005, 0.0003, 0.0001, 0.0000, 0.0000, 0.0000, 0.0000, 0.0000, 0.0003, 0.0003, 0.0068, 0.0006, -0.0019, 0.0006, -0.0023, 0.0007, -0.0020, -0.0003, -0.0012, 0.0075, 0.0018, 0.0000, 0.0001, 0.0001, -0.0001, -0.0063, -0.0010, -0.0001, 0.0000, 0.0000, 0.0000, 0.0000, 0.0000, 0.0002, 0.0010, 0.0003, 0.0000, 0.0003, -0.0001, -0.0002, -0.0001, 0.0000, 0.0000, 0.0000, 0.0001, 0.0000, 0.0000, 0.0000, 0.0000, 0.0000, 0.0009, 0.0000, 0.0000, 0.0000, 0.0000, 0.0000, 0.0000, 0.0000, 0.0000, 0.0001]}